A cluster of 3 separate species, C4H11NO2 in total. Source: the Open Molecules 2025 dataset; level of theory: ωB97M-V with the def2-TZVPD basis set.

Structure (XYZ):
```
18
Properties=species:S:1:pos:R:3:lowdin_spin:R:1
N -1.628 -1.668 -0.307 0.0492
C -0.386 -1.895 0.119 0.0475
C 0.761 -1.864 -0.672 0.0142
C 2.140 -1.533 -0.140 0.0072
C 3.100 -0.896 -0.905 0.0064
H -2.483 -2.233 -0.028 0.0292
H -1.787 -1.622 -1.277 0.0235
H -0.252 -2.090 1.171 0.0061
H 0.557 -1.867 -1.744 0.0045
H 2.424 -1.613 0.887 0.0007
H 3.842 -0.366 -0.364 0.0009
H 3.096 -1.152 -1.969 0.0007
H 0.782 1.899 0.632 0.0122
H -0.236 2.666 1.467 0.0285
O 0.673 2.392 1.424 0.0836
H -3.405 4.444 -0.028 0.1318
H -4.012 3.733 1.131 0.1186
O -3.185 3.667 0.603 0.4352
```

The energy above the lowest of the compared OMol25 structures with the same formula, charge and spin is 77.4 kcal/mol. Its charge is -1. As for the spin multiplicity: 2. Its expectation value of S² is 0.75. Its electronic energy is -9908.081 eV. As for the HOMO energy (spin up / spin down): 0.03982 / -0.18772 Ha.